(1)
DFT (ωB97M-V with the def2-TZVPD basis set) results for a molecular structure, C22H15BrCrF5N8O3STe.

## Properties
Kohn-Sham gap (spin up / spin down): 7.036 / 5.586 eV
Energy relative to the best compared isomer or geometry (same formula, charge and spin): 0.0 kcal per mole

Geometry as ORCA input:
```
! wB97M-V def2-TZVPD RIJCOSX def2/J DEFGRID3
* xyz 0 4
Cr 1.8579 -0.6613 0.3345
Br -9.9371 4.1008 -2.9266
C -8.2738 3.2179 -2.8701
C -7.7715 2.6356 -4.0231
C -6.5452 1.9985 -3.9678
C -5.8346 1.9314 -2.7728
C -6.3543 2.5281 -1.6194
C -7.5713 3.1718 -1.6683
N -4.5977 1.2746 -2.8353
N -4.0416 1.0875 -1.7234
C -2.7960 0.4935 -1.7980
C -2.0806 0.2950 -3.0034
C -0.8083 -0.1886 -3.0113
C -0.1301 -0.4932 -1.7769
O 1.0299 -0.9110 -1.7152
C -0.8928 -0.3297 -0.5305
N -0.2267 -0.6432 0.5884
C -0.8309 -0.5202 1.7566
C -2.1612 -0.0987 1.8509
C -2.8485 0.2381 0.7112
C -2.2016 0.1322 -0.5332
H -8.3312 2.6852 -4.9459
H -6.1159 1.5367 -4.8475
H -5.7889 2.4863 -0.6993
H -7.9817 3.6429 -0.7865
H -2.5818 0.5470 -3.9267
H -0.2596 -0.3466 -3.9296
H -0.2267 -0.7295 2.6291
H -2.6222 -0.0177 2.8244
H -3.8685 0.5920 0.7526
F 1.4343 2.1149 3.1005
Te 3.2189 1.4609 2.6100
F 4.5886 0.0571 2.4877
F 2.9675 0.6107 4.2661
F 1.5837 1.0975 -0.0849
F 4.4870 2.5203 3.5751
O 2.1054 -0.3854 1.9159
C 2.5808 -2.7032 3.7438
N 3.6310 -2.9366 2.7644
C 4.9782 -2.9344 3.0642
C 5.6501 -3.0673 1.9028
N 4.6974 -3.1469 0.9153
C 3.4693 -3.0429 1.4368
S 2.0068 -3.0799 0.5179
H 2.6686 -3.4371 4.5431
H 1.6228 -2.8147 3.2456
H 2.6737 -1.6921 4.1347
H 5.3300 -2.8093 4.0717
H 6.7021 -3.0938 1.6877
H 4.8784 -3.1458 -0.0780
O 3.6007 -0.6562 -0.4022
N 4.3200 0.4388 -0.3336
C 5.5458 0.2818 -0.7033
C 6.4206 1.4179 -0.6759
N 7.1301 2.3205 -0.6819
C 6.0616 -0.9968 -1.1189
N 6.4388 -2.0335 -1.4413
*
```

---

(2)
DFT (ωB97M-V with the def2-TZVPD basis set) results for a molecular structure, C22H15F3N2O3S.

## Properties
Kohn-Sham gap: 4.561 eV
Energy relative to the best compared isomer or geometry (same formula, charge and spin): 121.7 kcal per mole

Geometry as ORCA input:
```
! wB97M-V def2-TZVPD RIJCOSX def2/J DEFGRID3
* xyz 0 1
C -4.6872 -1.3639 1.7953
C -4.4817 -0.0057 1.9190
C -3.2743 0.5317 1.5168
C -2.3310 -0.2974 0.9286
C -1.0475 0.3087 0.4929
C -0.0822 -0.6830 -0.1052
N 0.3008 -1.5650 1.0598
C 0.5238 -1.0386 2.3058
C 1.2239 -1.7642 3.2522
C 1.9364 -2.9052 2.9322
C 1.7507 -3.3859 1.6461
C 1.0055 -2.6823 0.7498
O -0.6541 1.4348 0.8014
C -2.6184 -1.6441 0.7025
C -3.7929 -2.1929 1.1367
H -5.5885 -1.8093 2.1707
H -5.1827 0.6476 2.4110
H -3.0515 1.5842 1.7118
H -0.2272 -1.6160 -0.9443
H 0.1271 -0.0242 2.4461
H 1.2512 -1.3512 4.2512
H 2.5294 -3.4721 3.6325
H 2.1793 -4.2868 1.2457
H 0.9630 -2.8856 -0.3103
H -1.9354 -2.2700 0.0960
H -3.8922 -3.2538 0.9979
F -1.3116 -0.9158 -4.1889
C -0.6497 -1.6494 -3.2090
F -0.6782 -3.0349 -3.5184
F 0.6366 -1.1868 -3.2229
S -1.4423 -1.5897 -1.6142
N 0.1904 1.3748 -2.0397
C 0.2068 2.6681 -2.5154
O -0.7187 3.1632 -3.1307
C 1.5281 3.1781 -2.0561
C 2.0908 2.1665 -1.2501
C 3.3407 2.3002 -0.7058
C 3.9794 3.5122 -0.9222
C 3.3748 4.5577 -1.6337
C 2.1107 4.4157 -2.2149
C 1.1289 1.0748 -1.2108
O 1.1789 -0.0870 -0.4815
H 3.7978 1.5347 -0.0942
H 4.9177 3.7313 -0.4555
H 3.8184 5.5530 -1.6719
H 1.5562 5.2236 -2.7065
*
```

---

(3)
DFT (ωB97M-V with the def2-TZVPD basis set) results for a molecular structure, C22H15F3N3O7Ti.

## Properties
Kohn-Sham gap (spin up / spin down): 6.557 / 6.410 eV
Energy relative to the best compared isomer or geometry (same formula, charge and spin): 17.6 kcal per mole

Geometry as ORCA input:
```
! wB97M-V def2-TZVPD RIJCOSX def2/J DEFGRID3
* xyz -1 1
Ti -0.3715 -0.2923 0.4146
O 1.0985 -4.2355 1.9731
C 2.4140 -4.0222 1.7795
C 3.2823 -5.0782 2.0621
C 4.6432 -4.9330 1.8850
C 5.1697 -3.7301 1.4200
C 4.3135 -2.6833 1.1405
C 2.9332 -2.8037 1.3149
C 2.0515 -1.6598 1.0122
O 0.7557 -1.7949 1.1929
N 2.5457 -0.5344 0.5859
N 1.4883 0.3195 0.4237
C 1.6745 1.6378 0.2591
C 0.5546 2.3938 0.6023
C 0.4875 3.8163 0.5901
C -0.5938 4.4541 1.1037
C -1.6697 3.6940 1.6363
C -1.5963 2.3368 1.5763
N -0.5328 1.6605 1.0740
H 0.6312 -3.4131 1.7093
H 2.8535 -6.0061 2.4175
H 5.3016 -5.7641 2.1078
H 6.2361 -3.6162 1.2767
H 4.6904 -1.7372 0.7763
H 2.6571 2.0396 0.0503
H 1.3245 4.3639 0.1761
H -0.6398 5.5360 1.1070
H -2.5464 4.1699 2.0507
H -2.4164 1.7233 1.9261
F -3.6311 -0.2383 1.2069
C -3.1098 -1.3813 1.6636
F -1.9899 -1.0158 2.3762
F -3.9634 -1.9137 2.5246
C -2.6702 -2.3064 0.4931
O -3.3320 -3.2758 0.2192
O -1.6028 -1.8475 -0.0345
O 1.2759 0.6201 -3.2274
C 0.3287 0.2231 -4.0969
C 0.7172 0.0673 -5.4296
C -0.1975 -0.3335 -6.3824
C -1.5217 -0.5849 -6.0327
C -1.9084 -0.4234 -4.7165
C -1.0045 -0.0240 -3.7335
C -1.5218 0.1283 -2.3350
O -2.7049 0.0755 -2.0831
O -0.5881 0.3523 -1.4216
H 0.8592 0.6437 -2.3390
H 1.7502 0.2648 -5.6847
H 0.1246 -0.4542 -7.4100
H -2.2372 -0.9035 -6.7793
H -2.9281 -0.6049 -4.4036
*
```

---

(4)
DFT (ωB97M-V with the def2-TZVPD basis set) results for a molecular structure, C22H15FN7O11PdS.

## Properties
Kohn-Sham gap (spin up / spin down): 5.645 / 5.645 eV
Energy relative to the best compared isomer or geometry (same formula, charge and spin): 8.8 kcal per mole

Geometry as ORCA input:
```
! wB97M-V def2-TZVPD RIJCOSX def2/J DEFGRID3
* xyz 1 1
Pd 0.3737 -0.2020 0.2873
O 2.0838 -3.4268 2.0109
C 1.9142 -2.4814 1.2674
O 0.7276 -2.0800 0.8585
C 3.1058 -1.6474 0.8602
C 4.2812 -2.3012 0.4987
C 5.4186 -1.5562 0.2832
C 5.4500 -0.1708 0.4354
C 4.2724 0.4573 0.7532
C 3.0721 -0.2456 0.9812
O 1.9739 0.4115 1.3262
N 4.2704 1.9304 0.7757
O 5.2251 2.4689 1.2899
O 3.3153 2.4936 0.2804
N 6.6672 -2.2508 -0.1036
O 7.6540 -1.5607 -0.2565
O 6.6067 -3.4512 -0.2569
H 4.3217 -3.3788 0.4252
H 6.3665 0.3807 0.2807
C -1.8807 4.0982 -1.4868
N -2.0659 3.4666 -0.1829
C -3.0815 3.7394 0.7092
C -2.9057 2.9395 1.7704
N -1.7570 2.1829 1.5309
C -1.2706 2.5129 0.3180
S 0.1065 1.9440 -0.5023
C -1.2604 1.2578 2.4808
C -1.4533 1.5493 3.8170
C -1.1823 0.5680 4.7592
C -0.7464 -0.6689 4.3261
C -0.5083 -0.8553 2.9802
N -0.7355 0.0990 2.0637
H -2.6801 4.8181 -1.6304
H -1.9214 3.3387 -2.2651
H -0.9196 4.6067 -1.5214
H -3.8457 4.4658 0.4984
H -3.5057 2.8028 2.6503
H -1.8054 2.5259 4.1129
H -1.3250 0.7734 5.8112
H -0.5609 -1.4820 5.0121
H -0.1262 -1.7900 2.5945
F -4.6578 0.6301 -4.0553
C -4.0422 -0.4775 -3.6412
C -2.7212 -0.6137 -3.7423
N -2.0729 -1.7620 -3.3241
C -0.6365 -1.7572 -3.1878
C -0.2160 -1.1068 -1.8964
O 0.9870 -0.7765 -1.6676
O -1.0650 -0.8705 -0.9929
C -2.7620 -2.8163 -2.7294
O -2.2007 -3.7847 -2.2791
N -4.1315 -2.6528 -2.6958
C -4.8822 -1.5381 -3.0708
O -6.0727 -1.4811 -2.9138
H -2.1042 0.1651 -4.1698
H -0.1705 -1.2362 -4.0236
H -0.2729 -2.7856 -3.1702
H -4.6474 -3.4185 -2.2829
*
```

---

(5)
DFT (ωB97M-V with the def2-TZVPD basis set) results for a molecular structure, C22H15IN4O6RuS4Te.

## Properties
Kohn-Sham gap (spin up / spin down): 3.686 / 5.646 eV
Energy relative to the best compared isomer or geometry (same formula, charge and spin): 76.2 kcal per mole

Geometry as ORCA input:
```
! wB97M-V def2-TZVPD RIJCOSX def2/J DEFGRID3
* xyz -2 5
Ru -0.7241 -0.2128 -0.5207
S -2.7411 1.7315 1.6129
C -2.1082 1.4240 0.0942
S -0.6539 2.2155 -0.4933
S -3.0101 0.4794 -1.0814
Te -0.8453 0.6603 -3.0213
C -2.2142 2.4282 -3.4558
C -1.3692 3.4711 -3.8244
C -1.8569 4.7574 -3.9820
C -3.2089 5.0047 -3.7806
C -4.0570 3.9645 -3.4385
C -3.5607 2.6758 -3.2665
H -0.3153 3.2596 -3.9887
H -1.1823 5.5616 -4.2506
H -3.5950 6.0123 -3.8833
H -5.1135 4.1566 -3.2904
H -4.2315 1.8744 -2.9868
C -1.8752 -1.4566 3.4953
C -1.9267 -1.6385 2.0631
N -1.9825 -1.7663 0.9223
H -2.7419 -0.8868 3.8270
H -0.9707 -0.8957 3.7323
H -1.8410 -2.4230 3.9962
I -1.0474 0.5246 -5.8083
C -1.2591 -1.4657 -3.0213
C -1.6586 -2.3847 -3.9712
C -1.6470 -3.7306 -3.6437
C -1.2176 -4.1152 -2.3796
C -0.8783 -3.1401 -1.4661
N -0.9407 -1.8433 -1.7619
H -1.9440 -2.0601 -4.9616
H -1.9497 -4.4759 -4.3683
H -1.1411 -5.1567 -2.0998
H -0.5527 -3.3832 -0.4650
S 1.8777 -0.5148 -2.4476
C 1.2421 -0.3104 -0.9071
O 2.1261 -0.1947 0.1129
C 1.6390 -0.2708 1.3603
O 0.4000 -0.3843 1.5329
C 2.6166 -0.3395 2.4303
C 3.9054 0.1915 2.3036
C 4.7839 0.0863 3.3934
C 4.4309 -0.5583 4.5677
C 3.1488 -1.1062 4.6756
C 2.2319 -0.9740 3.6147
N 2.7814 -1.7930 5.8333
O 3.6221 -1.9074 6.7790
O 1.6071 -2.2732 5.9001
N 6.0917 0.6784 3.2990
O 6.8717 0.5595 4.2345
O 6.3901 1.2819 2.2801
H 4.2208 0.6931 1.4032
H 5.1282 -0.6362 5.3851
H 1.2462 -1.3945 3.7165
*
```

---

(6)
DFT (ωB97M-V with the def2-TZVPD basis set) results for a molecular structure, C22H15MgN6O2S3.

## Properties
Kohn-Sham gap: 6.039 eV

Geometry as ORCA input:
```
! wB97M-V def2-TZVPD RIJCOSX def2/J DEFGRID3
* xyz 1 1
Mg 5.0401 -18.4670 -2.8709
O 1.6517 -21.0860 -2.3631
C 2.1058 -22.2385 -2.9110
C 1.1848 -23.3038 -3.0518
C 1.6205 -24.5270 -3.5072
C 2.9495 -24.7638 -3.7834
C 3.8440 -23.7104 -3.8657
C 3.4374 -22.3751 -3.4006
C 4.3626 -21.1221 -3.2725
O 3.8884 -19.8945 -2.9740
N 5.6308 -21.3855 -3.2625
N 6.4692 -20.3280 -3.2088
C 7.5799 -20.7097 -3.7065
S 8.7926 -19.4695 -4.2881
C 10.2330 -20.7056 -4.0977
C 9.7741 -21.9213 -4.4858
S 8.0084 -22.2919 -4.2548
H 2.2186 -20.3171 -2.5653
H 0.1956 -23.1462 -2.6850
H 0.7810 -25.2614 -3.5114
H 3.1928 -25.7817 -3.9620
H 4.9573 -23.8691 -4.0824
H 10.3537 -20.3489 -3.2720
H 10.7875 -19.9285 -4.7472
H 10.4149 -22.6528 -4.3016
H 9.7808 -22.2913 -5.4728
S 4.8195 -11.2274 -0.6924
N 6.0547 -12.0911 -1.3832
C 5.4827 -13.3058 -1.6388
C 6.3516 -14.4092 -2.2069
C 7.7117 -14.2935 -2.4967
C 8.4502 -15.4820 -2.7397
C 7.7801 -16.6059 -2.8387
N 6.3972 -16.7510 -2.7123
C 5.6974 -15.6531 -2.3764
C 4.2520 -15.7893 -2.0195
N 3.7063 -16.9329 -2.3509
C 2.3998 -17.1638 -1.9917
C 1.6739 -16.2704 -1.2846
C 2.2341 -15.0443 -1.0161
C 3.5392 -14.7751 -1.4673
C 4.1656 -13.4647 -1.2522
N 3.6041 -12.3658 -0.6703
H 8.2030 -13.3052 -2.3229
H 9.5993 -15.6133 -2.8794
H 8.3931 -17.4744 -2.9332
H 2.0212 -18.1552 -2.2512
H 0.6974 -16.7056 -1.0545
H 1.5324 -14.2336 -0.4042
*
```

---

(7)
DFT (ωB97M-V with the def2-TZVPD basis set) results for a molecular structure, C22H16AlN5O10Se.

## Properties
Kohn-Sham gap: 7.785 eV
Energy relative to the best compared isomer or geometry (same formula, charge and spin): 0.0 kcal per mole

Geometry as ORCA input:
```
! wB97M-V def2-TZVPD RIJCOSX def2/J DEFGRID3
* xyz -2 1
Al -1.4143 0.7951 -0.3305
O 5.1912 2.1080 0.5307
C 5.1626 1.5623 1.6583
O 6.0946 1.0696 2.3225
C 3.7515 1.4077 2.2638
C 3.4812 0.4825 3.2613
C 2.1594 0.2078 3.5818
N 1.1115 0.7783 2.9884
C 1.3796 1.7293 2.0904
C 2.6697 2.0857 1.7255
C 0.2359 2.3766 1.3285
O 0.3998 3.4879 0.8596
O -0.8348 1.6493 1.1877
H 4.3057 -0.0537 3.7131
H 1.9257 -0.5449 4.3304
H 2.8342 2.8328 0.9625
C -2.1785 -2.0288 2.7998
C -2.5427 -3.1649 2.1024
C -2.5986 -3.1248 0.7198
C -2.2956 -1.9388 0.0770
N -1.9527 -0.8446 0.7608
C -1.8822 -0.8789 2.0877
C -2.3007 -1.7768 -1.3952
C -2.6845 -2.7647 -2.2835
C -2.6718 -2.4739 -3.6386
C -2.2886 -1.2174 -4.0644
C -1.9204 -0.2817 -3.1109
N -1.9014 -0.5762 -1.8178
H -2.1056 -2.0217 3.8780
H -2.7727 -4.0836 2.6277
H -2.8665 -4.0045 0.1544
H -1.5442 0.0332 2.5601
H -3.0115 -3.7308 -1.9300
H -2.9807 -3.2252 -4.3550
H -2.3036 -0.9414 -5.1087
H -1.6353 0.7269 -3.3706
C 2.4829 2.5798 -1.7816
N 2.1638 1.2280 -1.3323
C 3.1353 0.3890 -0.8271
C 2.8281 -0.7705 -0.2294
C 1.4299 -1.1448 -0.0250
O 1.0762 -2.1817 0.5262
N 0.5114 -0.2297 -0.4977
C 0.8672 0.8697 -1.1421
O -0.1016 1.6244 -1.5074
H 3.4992 2.8069 -1.4623
H 1.7909 3.2772 -1.3123
H 2.3982 2.6589 -2.8662
H 4.1479 0.7665 -0.8964
H 3.6028 -1.3927 0.1914
O -4.2430 1.1710 -2.8449
Se -4.4455 1.1602 -1.2276
O -4.6760 -0.3549 -0.6636
O -2.9451 1.6626 -0.5654
O -5.5381 2.2249 -0.7032
*
```

---

(8)
DFT (ωB97M-V with the def2-TZVPD basis set) results for a molecular structure, C22H16Cl2IrN7O4S.

## Properties
Kohn-Sham gap (spin up / spin down): 7.158 / 5.599 eV
Energy relative to the best compared isomer or geometry (same formula, charge and spin): 31.8 kcal per mole

Geometry as ORCA input:
```
! wB97M-V def2-TZVPD RIJCOSX def2/J DEFGRID3
* xyz 1 2
Ir -0.0558 -0.0330 -0.5249
Cl 4.6737 -2.2386 5.0541
C 3.3473 -1.7721 4.0528
C 2.0330 -2.0616 4.4878
C 0.9564 -1.7136 3.7328
Cl -0.6434 -2.0753 4.2822
C 1.0960 -1.0732 2.4604
O 0.0582 -0.7971 1.7786
C 2.4324 -0.7668 2.0588
C 2.7174 -0.0553 0.8875
O 1.9461 0.3623 -0.0237
C 3.5436 -1.1317 2.8759
H 1.8859 -2.5719 5.4302
H 3.7691 0.2019 0.7265
H 4.5459 -0.8938 2.5434
C -4.0460 -2.8684 -0.8821
N -3.6826 -1.9428 0.1908
C -4.0211 -2.0973 1.5238
C -3.4409 -1.0935 2.2054
N -2.7573 -0.3212 1.2753
C -2.9126 -0.8643 0.0483
S -2.2207 -0.2515 -1.4034
C -2.1186 0.9073 1.5554
C -2.6742 1.7479 2.4987
C -2.0276 2.9351 2.7962
C -0.8624 3.2513 2.1212
C -0.3854 2.3725 1.1711
N -0.9963 1.2115 0.8969
H -4.8662 -3.4860 -0.5307
H -3.1955 -3.5034 -1.1204
H -4.3535 -2.3075 -1.7595
H -4.5938 -2.9414 1.8632
H -3.4040 -0.8830 3.2581
H -3.6068 1.4795 2.9732
H -2.4410 3.6072 3.5355
H -0.3255 4.1683 2.3130
H 0.5072 2.5826 0.6015
N 0.9156 -0.7176 -2.2363
C 0.9729 0.3539 -3.2605
C 0.8106 1.7153 -2.5956
O 1.2262 2.7292 -3.0644
O 0.0699 1.6687 -1.4801
H 1.8561 -0.9657 -1.9363
H 0.4725 -1.5670 -2.5769
H 0.1326 0.2306 -3.9442
H 1.8961 0.3174 -3.8321
N -0.1991 -2.1574 -0.4109
C -0.3296 -3.0253 0.3698
C -0.5184 -4.0429 1.2479
C 0.5921 -4.5393 1.9852
N 1.5053 -4.8911 2.5909
C -1.8398 -4.5346 1.4089
N -2.9400 -4.8616 1.5108
*
```

---

(9)
DFT (ωB97M-V with the def2-TZVPD basis set) results for a molecular structure, C22H16F3NO4V.

## Properties
Kohn-Sham gap (spin up / spin down): 5.823 / 5.901 eV
Energy relative to the best compared isomer or geometry (same formula, charge and spin): 0.2 kcal per mole

Geometry as ORCA input:
```
! wB97M-V def2-TZVPD RIJCOSX def2/J DEFGRID3
* xyz 0 2
V 0.3351 0.1729 -0.0216
O -0.7608 3.8671 1.3756
C -0.3288 2.6162 1.2337
O 0.2170 2.2332 0.1644
C -0.4327 1.6898 2.3091
C -0.8571 1.8879 3.6193
C -0.7745 0.8488 4.5250
C -0.2265 -0.3802 4.1051
C 0.1668 -0.5316 2.8030
N 0.0313 0.4681 1.8888
C 0.8363 -1.6505 2.1484
O 1.0850 -2.8060 2.7455
O 1.2139 -1.4830 0.9857
H -0.5866 4.3319 0.5445
H -1.2305 2.8600 3.9126
H -1.0944 0.9821 5.5476
H -0.1090 -1.1872 4.8184
H 0.6305 -2.8476 3.5968
C -6.7225 0.9167 -1.1291
C -6.0634 -0.3048 -1.0935
C -4.6839 -0.3545 -0.9691
C -3.9339 0.8181 -0.8709
C -4.6073 2.0386 -0.9315
C -5.9875 2.0910 -1.0524
C -2.4592 0.8116 -0.7310
C -1.7037 -0.0663 -0.0596
C -2.2519 -1.1211 0.8203
C -1.8671 -2.4575 0.6988
C -2.3000 -3.4118 1.6107
C -3.1122 -3.0469 2.6756
C -3.4990 -1.7183 2.8114
C -3.0768 -0.7700 1.8949
H -7.7998 0.9527 -1.2278
H -6.6269 -1.2262 -1.1713
H -4.1781 -1.3109 -0.9581
H -4.0355 2.9585 -0.8767
H -6.4896 3.0497 -1.0905
H -1.9660 1.6311 -1.2535
H -1.2175 -2.7498 -0.1172
H -1.9956 -4.4441 1.4880
H -3.4483 -3.7904 3.3873
H -4.1371 -1.4209 3.6349
H -3.3810 0.2648 2.0026
F -0.4754 -1.4090 -2.5602
C 0.4292 -1.1429 -1.6331
F 0.9262 0.3030 -2.0121
F 1.4880 -1.8980 -1.9111
*
```